# 1
{
  "formula": "C25H56N2NiO5",
  "method": "ωB97M-V with the def2-TZVPD basis set",
  "multiplicity": 4,
  "total_charge": 1,
  "orbital_gap_ha": [0.289, 0.186],
  "symbols": ["H", "H", "H", "O", "H", "H", "H", "H", "C", "C", "H", "H", "H", "C", "C", "C", "C", "H", "H", "H", "C", "H", "N", "C", "H", "H", "H", "O", "C", "H", "H", "H", "O", "H", "H", "O", "H", "H", "Ni", "H", "H", "C", "H", "H", "H", "H", "C", "H", "H", "H", "C", "C", "C", "H", "H", "H", "C", "H", "H", "H", "H", "H", "H", "C", "H", "C", "C", "C", "H", "H", "H", "H", "H", "C", "C", "N", "H", "O", "C", "H", "C", "H", "H", "C", "H", "H", "H", "H", "C"],
  "xyz": [[-0.991, -7.490, 3.900], [6.992, -3.757, 7.964], [-1.766, -7.321, 6.422], [0.763, -4.868, 5.551], [7.040, -7.548, 5.730], [3.559, -4.884, 3.221], [-0.249, -8.648, 1.603], [6.943, -1.654, 6.811], [4.281, -4.628, 9.237], [5.474, -1.611, 8.297], [6.216, -2.112, 8.919], [0.450, -5.698, -0.419], [-1.483, -5.122, 1.063], [4.954, -8.132, 6.202], [5.179, -9.624, 6.537], [6.734, -4.268, 7.036], [5.620, -3.377, 6.373], [6.008, -9.822, 7.217], [1.734, -2.905, 7.583], [5.318, -4.425, 9.506], [-0.575, -7.667, 1.258], [5.342, -1.144, 6.239], [4.234, -3.797, 6.747], [0.919, -3.767, 4.752], [-1.866, -8.969, 7.048], [-0.152, -7.681, 0.253], [1.942, -3.210, 9.217], [3.647, -8.090, 5.601], [3.776, -3.569, 8.183], [0.062, -3.715, 4.081], [0.001, -4.619, 6.078], [5.240, -2.620, 4.325], [1.601, -7.380, 3.660], [6.353, -5.246, 7.330], [2.638, -4.685, 0.069], [0.992, -7.389, 6.976], [-2.249, -6.582, 3.089], [3.482, -1.398, 8.001], [2.173, -6.384, 5.536], [4.096, -6.479, 2.873], [3.706, -4.568, 10.161], [5.873, -1.854, 6.873], [5.685, -4.265, 4.327], [1.755, -9.933, 6.974], [0.258, -3.965, -0.251], [-0.416, -4.330, 2.167], [0.490, -4.878, 0.298], [1.004, -7.454, 7.934], [3.695, -8.711, 4.870], [5.528, -0.557, 8.570], [2.363, -6.051, 1.736], [5.901, -3.324, 4.832], [0.113, -8.430, 6.620], [-1.657, -7.762, 1.173], [-1.325, -7.678, 8.144], [2.834, -8.159, 1.196], [-0.464, -5.148, 1.448], [0.169, -8.567, 5.540], [1.807, -3.761, 4.120], [1.846, -4.612, 8.095], [3.723, -6.946, 0.316], [4.360, -5.628, 8.809], [5.387, -10.274, 5.688], [6.048, -7.567, 5.280], [4.391, -5.132, 1.725], [2.736, -7.189, 0.710], [-1.206, -6.544, 3.402], [2.240, -3.607, 8.246], [0.726, -9.685, 8.313], [0.885, -2.840, 5.326], [5.693, -6.590, 4.949], [4.814, -7.523, 7.095], [2.009, -3.864, 1.445], [-1.313, -8.032, 7.113], [-0.177, -6.501, 2.247], [1.252, -6.351, 2.705], [0.110, -10.588, 6.996], [3.799, -5.034, 6.059], [0.717, -9.712, 7.223], [2.148, -7.273, -0.205], [4.094, -2.084, 8.588], [6.108, -8.232, 4.419], [6.925, -3.117, 4.521], [3.670, -5.594, 2.401], [4.316, -10.018, 7.073], [3.880, -1.956, 9.649], [7.620, -4.348, 6.406], [-1.106, -5.685, 4.066], [1.924, -4.795, 0.885]],
  "atomic_forces_ev_per_a": [[-0.17, 0.16, 0.57], [0.38, -0.26, 0.04], [0.07, 0.12, 0.19], [0.20, -1.06, 1.12], [-0.18, 0.20, 0.19], [-0.51, 0.20, 0.05], [0.09, -0.03, 0.61], [0.00, -0.14, -0.48], [1.22, 0.84, -1.10], [1.04, -0.38, 0.71], [-0.04, -0.05, 0.39], [-0.08, -0.01, -0.10], [-0.20, -0.40, 0.14], [0.53, -1.11, 0.23], [0.23, 0.16, 0.95], [-1.12, 0.50, 0.60], [1.74, 1.57, -0.76], [0.24, 0.42, 0.01], [0.33, -0.15, -0.53], [0.07, 0.27, 0.12], [0.83, -0.72, 0.61], [-0.01, -0.18, -0.34], [-0.48, -4.27, -1.54], [-0.36, 2.40, -2.07], [-0.49, 0.17, 0.19], [0.02, 0.77, 0.00], [0.10, -0.47, 0.28], [-0.03, 0.85, -0.22], [-1.23, 0.44, 0.25], [0.06, 0.10, -0.30], [-0.04, -0.96, 0.58], [0.02, 0.28, 0.17], [0.14, 1.87, 0.14], [0.11, -0.11, -0.35], [0.15, -0.14, -0.05], [0.80, 1.26, -0.19], [0.22, 0.07, -0.51], [-0.67, -0.26, 0.11], [-0.15, -1.25, -1.44], [0.49, -0.05, -0.05], [-0.22, -0.16, -0.31], [-0.53, -0.98, -0.39], [-0.11, -0.32, 0.32], [-0.11, 0.39, -0.61], [-0.11, 0.05, 0.13], [0.14, 0.12, 0.06], [1.14, -0.48, 0.75], [0.56, 0.52, 0.24], [-0.59, 0.07, -0.54], [0.18, 0.09, -0.18], [-0.96, 1.06, -1.82], [-1.40, -0.77, -0.17], [-0.43, -1.23, 0.22], [-0.01, 0.38, 0.00], [0.11, 0.02, -0.04], [-0.23, -0.01, 0.05], [-0.13, -0.42, 0.23], [-0.22, 0.48, -0.08], [0.06, -0.43, 0.36], [-0.07, 0.05, 0.08], [0.21, 0.03, 0.13], [-0.69, -0.08, 0.05], [-0.22, 0.32, -0.40], [-1.12, -0.35, 0.06], [-0.23, -0.32, -0.32], [0.43, 0.36, 0.55], [1.15, -0.54, 0.03], [-0.19, -0.03, -0.14], [-0.20, 0.29, 0.32], [0.31, 0.09, 0.23], [0.44, 0.14, -0.03], [0.34, -0.10, 0.16], [-0.03, -0.06, 0.45], [0.92, -1.47, -1.00], [-0.73, 1.61, -2.47], [0.16, -1.23, 1.53], [0.01, 0.00, -0.24], [1.57, 4.61, 2.78], [-0.83, -0.39, 0.61], [-0.58, 0.06, 0.41], [0.15, -0.67, -0.48], [0.06, 0.06, -0.21], [0.07, 0.35, 0.76], [-0.29, -0.99, 1.22], [-0.17, 0.04, -0.16], [-0.27, -0.12, -0.05], [-0.23, -0.02, 0.01], [0.19, -0.17, 0.14], [-0.67, -0.49, -0.45]]
}

***

# 2
{
  "formula": "C21H29BaF6NO4PSSb2",
  "method": "ωB97M-V with the def2-TZVPD basis set",
  "multiplicity": 2,
  "relative_energy_kj_mol": 79.5,
  "orbital_gap_ha": [0.295, 0.180],
  "symbols": ["C", "C", "F", "C", "H", "H", "C", "H", "C", "H", "F", "N", "H", "C", "H", "H", "Sb", "H", "C", "H", "C", "S", "H", "H", "H", "H", "H", "C", "H", "C", "C", "H", "Ba", "H", "Sb", "F", "C", "C", "C", "H", "F", "O", "C", "P", "F", "H", "C", "H", "C", "H", "C", "O", "C", "F", "H", "C", "H", "O", "H", "O", "H", "H", "H", "C", "H", "H"],
  "xyz": [[-0.247, 5.339, -1.362], [-0.747, 4.160, -1.923], [-2.155, -4.763, -0.568], [0.581, 2.821, 0.760], [3.601, 2.476, -2.183], [-0.629, 7.125, -0.243], [1.533, -4.056, 3.201], [-4.717, 1.838, 0.265], [-2.400, 5.937, -0.518], [3.716, -6.035, 4.659], [-1.718, -2.969, 0.787], [2.432, -0.980, -0.464], [4.234, -2.041, -0.628], [3.882, -4.064, 2.713], [3.248, -1.878, -2.105], [3.217, 3.747, -1.001], [1.201, 1.938, -1.076], [3.788, 2.156, -0.441], [2.907, -6.036, 3.927], [-4.356, -0.382, -3.242], [2.508, -2.253, 1.980], [2.357, -0.704, 1.142], [0.662, -4.525, 3.639], [-4.960, -0.721, -1.616], [-3.593, 0.829, 1.191], [1.050, 3.772, -3.015], [4.633, -2.373, 1.638], [3.762, -2.851, 2.066], [3.143, -6.794, 3.177], [3.221, -2.007, -1.022], [0.222, 3.222, -2.566], [-0.224, 2.582, -3.324], [-0.111, -1.377, -0.616], [-3.979, 4.589, -1.016], [-2.808, 0.859, -1.392], [-3.661, -2.020, 0.107], [3.195, 2.675, -1.193], [-2.799, 2.734, -2.483], [2.529, -3.511, -0.841], [1.988, -6.331, 4.428], [-2.270, -2.712, -1.545], [3.357, 0.222, 1.589], [-3.667, 1.593, 0.420], [-2.994, -3.465, -0.225], [-3.675, -4.131, 1.043], [-0.363, 2.381, 1.074], [-1.051, 6.222, -0.665], [1.345, 2.582, 1.498], [1.393, -2.836, 2.561], [0.426, -2.354, 2.508], [-2.917, 4.793, -1.100], [0.967, -0.278, 1.381], [-2.122, 3.896, -1.817], [-4.206, -3.867, -1.168], [0.811, 5.556, -1.474], [-4.579, 0.058, -2.272], [-2.358, 2.519, -3.458], [3.371, -4.370, -0.710], [-3.847, 2.983, -2.655], [1.288, -3.520, -0.898], [-5.322, 0.846, -2.388], [4.850, -4.546, 2.768], [-3.133, 2.488, 0.740], [2.769, -4.691, 3.274], [0.472, 3.899, 0.648], [-3.051, 6.608, 0.028]],
  "atomic_forces_ev_per_a": [[-0.02, 0.01, 0.03], [0.01, 0.06, -0.04], [-0.02, -0.11, -0.01], [0.12, 0.20, -0.12], [0.01, -0.02, 0.00], [0.00, 0.00, 0.00], [-0.02, -0.02, -0.01], [0.01, 0.01, -0.01], [-0.02, -0.01, 0.00], [0.00, 0.00, 0.00], [0.00, 0.08, -0.67], [0.45, -1.22, 0.17], [0.02, -0.40, 0.00], [-0.02, 0.00, -0.04], [-0.08, -0.20, -0.04], [0.04, -0.01, 0.00], [-0.48, -0.25, -0.46], [0.02, 0.00, 0.00], [0.01, 0.00, 0.00], [0.02, 0.01, 0.00], [0.29, 0.32, -0.10], [0.29, 0.21, 0.94], [0.00, 0.00, 0.00], [0.02, -0.01, 0.00], [0.00, -0.01, -0.01], [-0.08, 0.03, -0.11], [0.01, 0.04, 0.01], [0.00, -0.05, 0.10], [0.00, 0.00, 0.01], [0.53, 1.99, 0.53], [0.19, 0.23, 0.27], [0.01, -0.06, 0.05], [-1.86, -0.52, -0.90], [0.00, 0.00, 0.00], [-0.02, 0.13, 0.00], [-0.05, -0.07, 0.00], [-0.06, 0.21, 0.05], [0.03, 0.00, -0.09], [-0.57, -1.38, 0.11], [0.00, 0.00, 0.00], [0.32, 0.02, 0.48], [0.19, -0.13, -0.27], [-0.09, 0.05, 0.01], [-0.34, 0.16, 0.24], [0.00, 0.02, 0.02], [-0.02, 0.01, 0.00], [0.01, -0.02, -0.03], [-0.02, 0.00, 0.04], [-0.05, -0.10, -0.15], [0.00, 0.00, 0.04], [-0.02, 0.00, 0.02], [0.62, -0.04, 0.04], [-0.04, 0.06, 0.01], [0.04, 0.00, -0.01], [0.00, -0.01, 0.00], [0.01, 0.02, 0.00], [-0.01, -0.01, 0.02], [0.08, 0.45, -0.11], [-0.02, -0.04, 0.01], [0.51, 0.37, -0.14], [0.01, 0.01, 0.01], [0.01, 0.01, 0.01], [0.02, -0.01, 0.00], [-0.02, 0.00, 0.01], [-0.01, -0.01, 0.09], [0.01, 0.01, 0.00]]
}

***

# 3
{
  "formula": "C30H27ClN2O3",
  "method": "ωB97M-V with the def2-TZVPD basis set",
  "multiplicity": 1,
  "relative_energy_kj_mol": 1.7,
  "orbital_gap_ha": 0.316,
  "smiles": "CCOc1ccccc1NC(=O)c1ccc(Cl)c(NC(=O)CC(c2ccccc2)c2ccccc2)c1",
  "symbols": ["H", "N", "O", "C", "C", "H", "H", "C", "C", "H", "C", "H", "C", "C", "C", "C", "O", "H", "C", "C", "H", "H", "H", "C", "H", "C", "C", "C", "H", "C", "C", "C", "O", "H", "C", "H", "H", "H", "C", "H", "H", "H", "C", "H", "H", "H", "H", "H", "Cl", "C", "C", "N", "H", "H", "C", "C", "C", "C", "C", "H", "H", "C", "C"],
  "xyz": [[1.765, -4.406, -0.313], [-0.026, 1.519, 1.195], [-1.515, -3.735, -0.618], [-3.578, 2.043, 2.012], [5.640, 1.243, -2.273], [-4.242, 2.874, 2.193], [1.713, 1.151, -1.585], [6.130, 2.511, -2.538], [0.185, 3.171, -1.894], [2.298, 4.256, 0.505], [3.551, 2.188, -1.520], [0.490, -4.805, 0.848], [-3.899, -6.133, 1.790], [-4.043, 0.743, 2.083], [0.792, -4.109, 0.067], [-2.192, -5.978, 0.106], [0.841, -0.542, 0.738], [3.983, 0.091, -1.583], [-0.651, 4.272, -1.962], [-3.178, -0.319, 1.844], [-1.070, 6.231, -1.205], [-1.482, 4.272, -2.651], [-4.619, -4.263, 2.568], [-3.704, -1.718, 1.954], [-4.545, -6.732, 2.414], [-2.250, 2.284, 1.711], [-2.238, -4.596, 0.173], [1.471, 4.249, -0.192], [0.868, -3.111, 0.491], [5.326, 3.611, -2.308], [-3.120, -3.979, 1.083], [0.642, 5.354, -0.265], [-4.620, -2.006, 2.699], [7.129, 2.637, -2.929], [-1.841, -0.070, 1.563], [-5.073, 0.537, 2.325], [6.254, 0.374, -2.461], [-2.357, -2.218, 0.504], [-0.228, -4.114, -1.067], [-0.256, -5.090, -1.564], [-2.976, -7.819, 0.848], [3.062, 0.626, 0.511], [-0.422, 5.369, -1.152], [0.031, -3.356, -1.811], [-1.516, -6.472, -0.575], [3.431, 4.326, -1.650], [5.693, 4.604, -2.523], [0.001, 2.320, -2.534], [-1.682, 3.924, 1.629], [0.966, 0.661, 0.823], [2.262, 1.366, 0.473], [-3.055, -2.588, 1.138], [-1.137, -0.875, 1.426], [0.184, 2.512, 1.174], [1.258, 3.143, -1.013], [4.362, 1.085, -1.773], [-3.021, -6.742, 0.914], [4.045, 3.453, -1.805], [-1.356, 1.231, 1.484], [0.826, 6.205, 0.374], [2.484, 2.157, 1.188], [2.161, 1.937, -0.963], [-3.950, -4.752, 1.880]],
  "atomic_forces_ev_per_a": [[0.13, -0.05, -0.02], [-0.06, 0.43, 0.19], [-0.48, 0.00, 0.24], [0.05, -0.09, -0.01], [0.03, -0.10, -0.01], [-0.02, 0.09, 0.00], [0.01, 0.09, 0.07], [0.07, 0.08, -0.03], [0.05, -0.01, 0.03], [0.09, 0.00, 0.05], [-0.02, -0.01, -0.07], [0.04, -0.08, 0.06], [0.07, -0.12, -0.08], [0.02, -0.17, -0.02], [-0.37, 0.04, -0.18], [0.15, 0.19, -0.16], [-0.02, -0.32, -0.10], [-0.05, -0.12, 0.04], [-0.07, 0.08, -0.05], [0.03, 0.43, 0.13], [-0.07, 0.07, 0.00], [-0.07, 0.00, -0.06], [-0.03, 0.04, 0.01], [0.04, 0.08, -0.07], [-0.06, -0.04, 0.06], [0.00, -0.13, 0.03], [-0.19, 0.01, 0.16], [-0.01, -0.06, 0.01], [0.04, 0.06, 0.04], [0.12, 0.03, -0.03], [0.10, -0.27, -0.04], [0.03, 0.10, -0.02], [-0.10, -0.03, 0.06], [0.08, 0.01, -0.03], [-0.10, -0.14, 0.01], [-0.10, -0.02, 0.04], [0.04, -0.07, -0.02], [-0.19, 0.06, 0.16], [0.57, -0.07, 0.00], [-0.06, 0.13, -0.01], [0.00, -0.09, -0.01], [-0.12, 0.03, 0.07], [0.00, 0.09, -0.06], [-0.02, -0.16, 0.03], [0.07, 0.01, -0.07], [-0.02, 0.03, -0.01], [0.03, 0.08, -0.02], [0.00, -0.10, -0.05], [-0.07, -0.05, 0.07], [0.32, 0.33, 0.14], [-0.04, -0.24, -0.21], [0.41, 0.08, -0.42], [-0.01, 0.00, 0.00], [0.10, -0.24, -0.04], [-0.09, 0.02, -0.13], [0.03, 0.03, 0.00], [-0.07, -0.08, 0.09], [-0.05, 0.03, 0.01], [-0.29, -0.04, 0.01], [0.01, 0.07, 0.06], [0.06, 0.04, 0.00], [0.11, -0.03, 0.12], [-0.06, 0.08, 0.05]]
}

***

no.,energy (Ha)
1,-2979.7657
2,-3018.2907
3,-1954.8880